[1]
Below is a structure of composition C22H21AuN3O2 in a non-equilibrium geometry, with properties calculated with the ωB97M-V functional and the def2-TZVPD basis.

The geometry in XYZ format:
```
49
Properties=species:S:1:pos:R:3:forces:R:3:lowdin_spin:R:1
C -0.356 -3.156 -0.301 -0.6551 1.0549 0.9921 0.0021
C -1.483 -2.294 0.027 2.2624 -1.8410 -0.0304 0.1798
C -1.020 -1.277 0.932 0.3907 -0.3970 0.6457 0.0400
C 0.394 -1.500 1.174 -0.8482 0.2252 0.4048 0.0174
C 0.796 -2.623 0.402 -1.1068 -1.4119 -0.9386 0.2101
Au 0.199 -0.111 -0.658 2.6176 -3.9930 5.3362 0.1574
N 2.317 0.138 -1.402 -1.4817 3.3394 1.9045 1.2404
C -0.418 0.970 -1.981 -0.9835 6.3337 -4.3647 -0.0146
C -1.683 0.907 -1.333 3.0344 -0.7007 -1.8358 0.1306
H -1.654 -0.611 1.539 0.5865 -0.3941 -0.5141 -0.0007
H -2.492 -2.488 -0.291 -0.1998 0.2369 -0.0870 0.0102
H 0.955 -1.061 2.010 -0.3327 -0.0985 -0.6882 -0.0013
H 1.784 -3.098 0.391 -0.3956 0.4369 0.0008 0.0101
H -0.388 -4.085 -0.906 0.0927 0.9691 0.3496 -0.0041
H -2.313 0.199 -1.756 -1.6119 -1.0303 -0.0216 0.0061
H 0.128 2.011 -1.834 -0.8990 -2.1644 -0.8933 -0.0007
H 2.215 1.229 -0.940 0.7728 -3.2376 -1.5862 0.0190
H -1.944 1.742 -0.779 -0.8587 1.0519 1.2648 0.0089
H -0.162 0.322 -2.823 -0.4632 0.8039 -0.6219 -0.0018
O -0.438 0.694 3.135 1.2530 1.8131 -1.0038 0.0001
C 0.198 1.586 2.526 -0.5615 -0.7645 0.4657 -0.0004
N 0.808 2.671 3.152 -0.7626 -0.9143 1.6418 -0.0001
C 1.246 3.653 2.211 0.0844 0.4841 0.1302 -0.0002
C 1.033 2.854 0.911 0.3244 0.5266 -2.0680 -0.0017
O 1.383 3.314 -0.217 -0.5970 -0.8315 2.0143 -0.0038
N 0.449 1.683 1.167 -0.2650 0.2183 0.5102 -0.0029
C 0.350 4.887 2.305 0.1373 -0.0740 -0.3406 0.0000
C -0.477 5.274 1.248 -0.3662 0.7104 0.4994 0.0000
C -1.364 6.357 1.417 0.6359 -0.5678 0.1991 0.0000
C -1.402 7.049 2.625 0.2647 -0.1583 0.2407 0.0000
C -0.550 6.677 3.680 0.2831 -0.6933 -0.7473 0.0000
C 0.332 5.593 3.511 -0.6993 0.7310 0.0166 0.0000
C 2.731 3.930 2.376 -0.0402 0.5063 -0.1352 0.0000
C 3.258 5.224 2.317 0.8234 -0.5218 0.1153 0.0000
C 4.647 5.411 2.469 -0.5977 -0.7326 -0.0414 0.0000
C 5.488 4.306 2.647 -0.4684 -0.0956 -0.0317 0.0000
C 4.951 3.007 2.673 -0.6847 0.5673 -0.1130 0.0000
C 3.566 2.828 2.538 0.9344 -0.0245 0.1698 0.0001
H 0.544 2.862 4.124 0.2174 0.0526 -0.8488 0.0000
H -0.424 4.762 0.292 0.0361 -0.0255 0.1718 0.0000
H -2.006 6.631 0.586 0.0018 0.0870 0.1399 0.0000
H -2.085 7.884 2.755 0.0694 -0.0926 -0.0121 0.0000
H -0.555 7.210 4.621 -0.0763 0.0876 0.0001 0.0000
H 1.008 5.316 4.324 -0.2076 0.0306 -0.2621 0.0000
H 2.603 6.073 2.153 0.1103 -0.1011 0.0333 0.0000
H 5.043 6.415 2.441 0.1448 0.0615 -0.0100 0.0000
H 6.557 4.451 2.761 -0.0684 -0.0011 -0.0128 0.0000
H 5.588 2.138 2.794 0.0340 0.1110 -0.0099 0.0000
H 3.142 1.818 2.563 0.1197 0.4277 -0.0281 0.0001
```
Forces are in eV/Å.

Properties
Frontier orbital gap (spin up / spin down) = 6.9 / 6.1 eV
Electronic energy = -35407.8527 eV
2S+1 = 3
Total charge = -1
HOMO level (spin up / spin down) = -4.06 / -4.23 eV
ΔE to the lowest compared entry with this formula, charge and spin = 1.735 eV



[2]
Below is a structure of composition C22H21Br2N6OPtS in a non-equilibrium geometry, with properties calculated with the ωB97M-V functional and the def2-TZVPD basis.

The geometry in XYZ format:
```
54
Properties=species:S:1:pos:R:3:forces:R:3:lowdin_spin:R:1
Pt -0.068 0.605 -0.505 0.7040 -1.5305 0.3943 0.5735
C -3.607 2.154 3.237 0.0389 0.3731 -0.0974 0.0035
N -3.053 0.784 3.164 -0.3062 -2.4589 0.0669 0.0744
C -3.470 -0.309 3.971 -1.1784 4.0452 -0.4556 0.0961
C -2.912 -1.402 3.497 3.5430 -2.0918 -1.6493 0.1123
N -1.989 -1.056 2.477 -2.1959 0.6195 1.1844 0.0543
C -2.165 0.283 2.240 0.4048 0.2865 -0.0901 0.0086
S -1.506 1.326 1.033 -1.1170 0.4083 1.1571 0.4973
C -1.093 -1.944 1.800 0.0321 -1.5605 -1.4618 0.0048
C -1.578 -3.137 1.191 -1.6114 1.2515 0.3569 0.0057
C -0.740 -3.850 0.377 1.5588 0.4385 0.5016 -0.0005
C 0.590 -3.396 0.258 -0.3273 -0.1474 0.0189 0.0062
C 1.019 -2.310 0.992 -1.1367 0.0819 0.2343 0.0034
N 0.145 -1.554 1.708 1.1364 0.1396 0.2859 0.0089
H -4.505 2.047 3.915 1.2638 0.7134 -0.6344 0.0002
H -3.941 2.538 2.219 0.4180 -0.7290 1.2892 0.0029
H -2.737 2.773 3.597 -1.4368 -0.1914 -0.0099 0.0025
H -4.174 -0.174 4.790 0.2257 -0.0180 -0.2964 0.0032
H -2.865 -2.397 3.893 -0.3202 -0.2687 0.0613 0.0040
H -2.660 -3.367 1.223 0.7839 -0.0562 0.2805 0.0000
H -1.007 -4.786 -0.065 -0.4539 -0.1987 -0.4206 0.0000
H 1.289 -3.872 -0.410 0.0840 -0.3635 0.0962 0.0002
H 2.070 -2.059 1.028 -0.0606 0.3506 -0.0217 0.0003
Br 4.714 0.381 3.706 -0.2708 -0.0903 0.3429 0.0188
C 3.409 0.780 2.439 1.7527 -1.0807 -0.9582 0.0439
C 2.307 1.553 2.723 -1.7437 1.3109 1.0563 0.0490
C 1.506 1.991 1.689 -1.4433 0.1089 1.9820 0.0732
N 1.510 1.337 0.536 1.5430 0.4304 -2.0757 0.2327
C 2.694 0.736 0.153 1.7091 -1.5519 0.0290 0.0770
C 3.689 0.367 1.127 -2.0050 1.6983 0.1984 0.0629
C 2.751 0.299 -1.229 3.5944 1.4029 2.1003 0.1675
C 3.927 0.264 -2.044 -0.7994 0.3624 1.2817 0.0071
C 3.759 -0.170 -3.351 2.2054 0.7675 0.6589 0.2474
Br 5.311 -0.158 -4.343 -0.5912 -0.2147 -0.4219 0.3981
C 2.476 -0.570 -3.870 -0.0350 0.2591 1.1001 0.3391
C 1.450 -0.500 -2.943 -2.3192 -0.5359 -0.0705 0.0652
N 1.531 -0.010 -1.679 -2.3593 -1.2804 -3.3428 0.2835
H 1.920 1.767 3.747 1.1444 0.2911 -0.8003 0.0031
H 0.719 2.772 1.847 0.6343 -0.9843 -0.0532 0.0110
H 4.570 -0.222 0.939 0.0339 0.0276 -0.4246 0.0025
H 4.918 0.651 -1.652 -1.4716 -0.6986 -0.5344 -0.0027
H 2.334 -0.837 -4.893 -0.2351 -0.3170 -0.3937 0.0111
H 0.440 -0.854 -3.236 0.9229 0.4977 -0.0257 -0.0008
N -0.790 2.606 -4.187 0.8751 0.1630 -2.2475 0.0050
C -1.154 1.324 -3.957 0.6145 0.3609 -1.0848 0.0104
O -0.709 0.456 -4.717 -0.9086 0.1641 1.6653 0.0137
C -2.115 1.108 -2.786 -0.9040 -0.0279 -0.0997 0.0463
C -1.630 0.089 -1.824 0.8488 0.6277 -1.4533 0.2885
H -0.402 2.698 -5.169 -0.4397 0.1241 1.8220 0.0007
H -1.092 3.467 -3.760 -0.3880 -0.3406 0.2231 -0.0001
H -3.046 0.675 -3.260 0.6325 0.6310 0.3606 0.0179
H -2.354 2.050 -2.258 -0.0563 -0.3566 -0.5501 0.0024
H -1.423 -0.814 -2.365 0.7923 -0.6396 -0.1758 0.0195
H -2.260 -0.133 -1.016 -1.3822 -0.2024 1.1016 0.0448
```
Forces are in eV/Å.

Properties
Frontier orbital gap (spin up / spin down) = 5.4 / 4.3 eV
Electronic energy = -188277.0844 eV
2S+1 = 5
Total charge = +3
HOMO level (spin up / spin down) = -14.49 / -17.16 eV
ΔE to the lowest compared entry with this formula, charge and spin = 3.488 eV



[3]
Below is a structure of composition C22H21BrCsN5O12 in a non-equilibrium geometry, with properties calculated with the ωB97M-V functional and the def2-TZVPD basis.

The geometry in XYZ format:
```
62
Properties=species:S:1:pos:R:3:forces:R:3:mulliken_charge:R:1
Cs 0.298 -0.878 0.756 -0.5832 0.8877 -1.0434 1.3552
O -0.588 -2.507 2.438 0.0599 -0.8511 1.4853 -0.9232
C -1.539 -2.966 1.788 -0.5524 -1.2955 -0.0031 -0.4819
O -2.677 -2.488 1.657 -0.3922 0.2514 -0.0810 -0.7916
C -1.257 -4.269 1.019 -0.0991 0.4080 0.1953 0.7042
C -1.624 -5.489 1.467 -0.0659 -0.0776 0.0850 -0.3994
C -1.357 -6.665 0.714 0.4640 1.2383 -0.5782 -0.4250
C -0.703 -6.553 -0.507 -0.0039 -0.3671 0.0995 -0.2916
C -0.298 -5.318 -0.978 -0.5024 0.1244 1.2086 -0.5644
C -0.553 -4.084 -0.237 0.0688 -0.6309 -0.4584 1.1212
O -0.236 -2.962 -0.646 -0.4110 -0.7637 -0.6361 -0.5945
N 0.386 -5.272 -2.207 0.5206 -0.1039 -1.0602 0.8759
O 0.263 -6.226 -2.983 -0.0461 -0.1440 -0.0388 -0.6793
O 1.083 -4.308 -2.480 0.0309 -0.0538 0.0600 -0.5619
N -1.718 -7.912 1.221 -0.2260 -1.1406 0.2702 0.9946
O -2.219 -7.984 2.348 0.0539 0.0812 -0.1693 -0.6908
O -1.530 -8.923 0.534 0.0058 0.0870 0.0419 -0.6992
H -2.135 -5.600 2.412 -0.0635 0.0589 0.0702 0.5375
H -0.462 -7.439 -1.079 -0.1072 0.0744 0.0349 0.5420
C -3.076 -0.989 -1.253 -0.0630 -0.1786 -0.0676 -0.4854
O -2.726 0.369 -1.092 0.2344 0.2321 -0.0058 -0.2698
C -3.549 1.067 -0.200 -0.0008 0.1663 0.3855 -0.5694
C -3.298 0.779 1.290 -0.3632 -0.2046 -0.3928 -0.2749
O -2.091 1.271 1.805 0.1958 -0.1347 0.0493 -0.2231
C -1.943 2.669 1.787 0.0529 0.0762 -0.0614 -0.7416
H -4.103 -1.073 -1.644 0.0506 -0.0031 -0.0167 0.3562
H -3.002 -1.559 -0.326 -0.0063 -0.0205 0.0337 0.2291
H -2.373 -1.400 -1.973 -0.0073 -0.0877 -0.0327 0.0974
H -4.612 0.849 -0.414 0.1007 0.0428 0.0550 0.3431
H -3.365 2.128 -0.399 -0.1089 -0.0449 -0.0015 0.3325
H -3.260 -0.301 1.459 -0.1138 0.0386 0.0685 0.1782
H -4.149 1.206 1.855 0.0921 -0.0486 -0.0548 0.2858
H -2.887 3.178 2.028 -0.0359 -0.0432 0.0321 0.3860
H -1.556 3.041 0.835 -0.0057 0.0063 0.0267 0.2422
H -1.210 2.907 2.557 0.0482 0.1201 -0.0050 0.1502
O 3.049 3.511 -5.329 0.0722 0.0070 -0.0739 -0.5632
C 2.374 2.733 -4.432 -0.2887 -0.1023 0.3937 1.0497
C 1.717 3.272 -3.330 0.0679 -0.0245 -0.1236 -0.6306
C 1.046 2.420 -2.463 0.0970 0.4632 -0.1384 -0.5398
N 1.001 1.113 -2.654 -0.1256 -0.8172 0.1098 -0.2040
C 1.623 0.612 -3.693 0.0381 0.2027 -0.1508 0.0227
Br 1.511 -1.271 -3.911 0.0246 -0.0013 0.0435 -0.1793
C 2.333 1.357 -4.626 0.0687 0.1744 -0.0673 -0.4892
H 3.004 4.432 -5.041 -0.0448 -0.1800 0.0297 0.2882
H 1.726 4.338 -3.148 -0.0030 0.1162 0.0777 0.2874
H 0.541 2.796 -1.581 0.0204 0.1516 0.0344 0.5205
H 2.829 0.897 -5.463 0.0540 -0.0553 -0.0918 0.4360
O 1.889 0.983 1.178 1.3378 2.4569 0.3727 -0.8859
N 1.148 1.858 0.619 0.4075 -0.4822 0.2679 0.1209
N 1.280 3.093 0.942 0.1422 -0.3838 0.0831 0.6898
O 0.551 3.946 0.298 -0.6146 0.9727 -0.5811 -0.8283
C 2.217 3.639 1.855 0.5993 -0.0476 0.3372 -0.2130
C 2.778 2.915 2.905 -0.1092 -0.2341 -0.0403 -0.3078
C 3.733 3.507 3.710 0.0673 0.1297 0.1459 -0.5918
C 4.134 4.816 3.500 0.1225 0.0534 0.1404 -0.3801
C 3.542 5.551 2.485 0.0936 0.0356 0.0781 -0.4758
C 2.588 4.972 1.675 -0.2859 -0.0538 -0.2599 -0.1985
H 2.471 1.899 3.086 0.0181 -0.0110 -0.0877 0.5300
H 4.167 2.932 4.517 0.0281 -0.0348 0.0532 0.3495
H 4.890 5.266 4.131 0.0194 -0.0004 0.0210 0.3503
H 3.829 6.583 2.320 -0.0060 0.0193 0.0012 0.3306
H 2.096 5.531 0.894 -0.0218 -0.0539 -0.0695 0.4476
```
Forces are in eV/Å.

Properties
Frontier orbital gap = 6.3 eV
Electronic energy = -125758.3882 eV
Total charge = -2
HOMO level = -2.62 eV
ΔE to the lowest compared entry with this formula, charge and spin = 2.027 eV